(1)
18
Properties=species:S:1:pos:R:3:forces:R:3 method="wB97M-V/def2-TZVPD" homo_ev=-10.4 smiles=O.O.O.O.O.O relative_energy_kcal_mol=36.58 max_force_ev_per_a=2.95 spin_multiplicity=1 orbital_gap_ev=10.28
O -0.264167 2.624389 -2.888833 0.1 0.8 -1.1
H 0.108833 2.287389 -3.712833 -0.1 0.3 0.0
H -0.139167 1.904389 -2.289833 -0.1 -0.8 0.8
O 0.897833 0.260389 1.014167 0.4 0.8 0.6
H 0.471833 0.782389 1.712167 0.1 -0.2 -0.1
H 0.517833 0.588389 0.200167 -0.3 0.0 -0.5
O 0.279833 -2.143611 1.970167 -0.7 0.3 0.8
H 0.428833 -1.195611 1.803167 -0.1 -0.6 -0.1
H 0.919833 -2.586611 1.433167 0.5 -0.5 -0.5
O 1.671833 -1.985611 -0.740833 -0.1 -0.9 -2.8
H 1.594833 -1.565611 -1.639833 0.3 -0.6 1.6
H 1.667833 -1.297611 -0.110833 0.0 1.5 1.1
O -0.544167 0.340389 -1.420833 2.2 1.3 0.4
H -0.355167 -0.325611 -2.051833 0.0 -1.2 -0.8
H -1.425167 0.278389 -1.154833 -2.3 -0.4 0.5
O -1.558167 0.622389 2.761167 0.7 2.7 -0.7
H -2.251167 0.012389 2.748167 -1.5 -2.1 0.2
H -2.022167 1.399389 2.368167 0.8 -0.5 0.5

(2)
19
Properties=species:S:1:pos:R:3:forces:R:3 method="wB97M-V/def2-TZVPD" homo_ev=-11.3 smiles=N.O.O.O.O.O relative_energy_kcal_mol=16.66 max_force_ev_per_a=0.81 spin_multiplicity=1 orbital_gap_ev=11.70
N -1.518879 0.512399 0.612235 -0.1 0.8 0.0
H -1.009281 1.335354 0.287413 0.3 -0.2 -0.1
H -2.475481 0.849387 0.517919 -0.1 -0.4 0.1
H -1.325541 0.492613 1.607952 0.0 -0.1 0.2
O -0.474172 2.489883 -2.046973 -0.3 -0.2 -0.1
H -0.515024 1.533109 -2.169419 0.1 -0.1 0.1
H -1.282582 2.747680 -2.508562 0.1 0.2 0.1
O 0.319554 -1.664378 0.018512 -0.4 -0.4 0.2
H 0.015922 -2.572159 0.147437 0.3 -0.1 -0.1
H -0.413053 -1.162512 0.418099 0.1 0.5 -0.3
O -2.241829 -0.204113 -2.149680 0.7 -0.4 -0.2
H -1.816815 -0.338623 -1.286843 -0.2 0.2 0.2
H -1.777114 -0.855709 -2.699663 -0.3 0.3 0.0
O 0.797089 0.191189 2.895957 -0.1 0.0 -0.2
H 1.578990 0.445901 3.393688 0.0 0.0 0.0
H 1.131473 -0.315622 2.146336 0.1 -0.2 0.1
O 3.216704 -1.303925 0.657184 -0.4 0.2 -0.2
H 2.477984 -1.651758 0.133875 0.1 -0.1 0.2
H 3.039413 -0.356864 0.616766 0.3 0.0 0.0

(3)
19
Properties=species:S:1:pos:R:3:forces:R:3 method="wB97M-V/def2-TZVPD" homo_ev=-15.2 relative_energy_kcal_mol=213.85 max_force_ev_per_a=6.24 spin_multiplicity=1 orbital_gap_ev=9.30 charge=+1
O -1.599650 0.871222 0.075548 1.4 5.7 2.2
H -0.969854 0.325891 0.401674 3.6 -2.5 0.5
H -2.414444 0.597402 -0.129213 -4.6 -2.5 -1.5
O 1.486698 1.718708 -1.068068 4.0 2.1 -0.1
H 1.938851 2.610829 -0.749796 -1.7 -2.3 -0.9
H 2.266189 1.378087 -1.630548 -1.9 0.7 0.5
O -1.076009 -0.499654 -2.256809 -1.0 1.8 -1.7
H -0.475679 0.002088 -2.907274 -1.5 -1.1 1.4
H -2.018404 -0.132018 -2.446272 2.6 -1.0 0.2
O 0.420315 -0.526881 1.835203 1.9 0.6 0.7
H 0.212161 -0.406069 2.797312 0.8 -0.2 -1.2
H 1.687775 -0.419387 1.525907 -2.8 0.5 -0.4
O 2.340465 -0.333499 0.281809 -0.1 -2.1 1.9
H 2.249375 0.616808 -0.081155 -1.5 -1.9 0.0
H 1.778188 -1.173678 0.079615 1.4 2.9 -0.8
O -1.725151 -1.652049 0.805514 2.4 4.1 -1.1
H -1.677375 -1.732336 1.791038 1.3 -0.8 -0.9
H -1.743066 -0.070772 1.466304 -0.1 -1.1 -2.2
H -0.680384 -1.174692 0.209214 -4.0 -3.1 3.3

(4)
19
Properties=species:S:1:pos:R:3:forces:R:3 method="wB97M-V/def2-TZVPD" homo_ev=-14.3 relative_energy_kcal_mol=14.24 max_force_ev_per_a=1.73 spin_multiplicity=1 orbital_gap_ev=11.43 charge=+1
O -1.646863 -3.528034 -1.121857 -0.7 0.3 0.5
H -2.534085 -3.325050 -0.777569 0.3 -0.3 -0.2
H -1.660747 -4.432097 -1.448273 0.1 0.0 -0.1
O -0.708892 3.275107 1.515256 -0.1 0.3 0.1
H -1.647229 3.271205 1.730523 0.0 -0.3 0.1
H -0.534303 4.221206 1.453555 0.0 0.0 -0.1
O 0.848197 -2.267549 1.551936 0.0 -0.8 0.0
H 0.709312 -3.213167 1.405059 -0.1 0.0 0.0
H 1.450219 -2.281056 2.306174 0.0 0.6 -0.1
O 0.322054 0.848889 -1.302541 -0.2 0.0 -0.6
H 0.231780 1.033594 -2.246676 0.1 0.2 0.2
H 0.991522 1.461051 -0.948719 -0.1 0.1 0.2
O 1.668844 3.315664 -0.104662 0.1 -0.2 -0.2
H 1.341972 3.491757 0.783575 0.0 -0.2 0.0
H 2.282003 4.025867 -0.317922 0.0 -0.1 0.0
O -0.298293 -1.444996 -0.680039 0.1 -1.4 1.0
H -0.161089 -0.486263 -1.037993 0.3 0.2 0.2
H -0.836709 -2.271661 -0.916605 0.0 0.6 -0.8
H 0.182307 -1.694469 0.156777 0.3 0.9 -0.1

(5)
19
Properties=species:S:1:pos:R:3:forces:R:3 method="wB97M-V/def2-TZVPD" homo_ev=-15.1 relative_energy_kcal_mol=13.96 max_force_ev_per_a=1.95 spin_multiplicity=1 orbital_gap_ev=12.13 charge=+1
O 2.916071 1.877869 -2.437244 -0.2 -0.5 -0.4
H 2.919705 2.006156 -3.396004 0.1 0.4 0.2
H 2.550084 2.679888 -2.050365 0.0 0.1 -0.1
O 1.800164 -0.558807 -1.985700 0.1 0.1 -0.2
H 1.645161 -1.280075 -2.608090 0.0 0.1 0.0
H 2.204925 0.234260 -2.407892 0.0 0.2 0.3
O 0.162779 0.100870 2.388489 1.0 0.0 -0.3
H -0.783397 -0.026511 2.454770 -0.4 0.0 0.5
H 0.630696 -0.284376 3.147528 -0.6 0.1 -0.3
O -1.781474 -2.178420 0.733992 0.1 -0.5 -0.7
H -2.193798 -2.762818 0.064840 0.4 0.4 0.5
H -0.258616 -1.244096 0.340960 -0.4 -0.7 -1.1
O 0.282455 -0.594969 -0.171234 0.3 1.4 1.3
H 0.977536 -0.439503 -1.095145 -0.1 -1.3 -0.2
H 0.642304 -0.076816 0.586197 -0.2 0.1 0.0
O -2.873043 1.032890 1.909273 0.3 0.0 -0.7
H -2.476594 -1.563504 0.964347 -0.4 0.4 0.2
H -2.816354 1.611822 1.135580 0.2 -0.2 0.1
H -3.548602 1.466138 2.425698 -0.3 0.0 0.5

(6)
20
Properties=species:S:1:pos:R:3:forces:R:3 method="wB97M-V/def2-TZVPD" homo_ev=-4.3 relative_energy_kcal_mol=2.46 max_force_ev_per_a=0.66 spin_multiplicity=1 orbital_gap_ev=7.52 charge=-1
S -2.552849 0.098160 1.216339 0.0 0.0 0.1
H -2.909589 0.945148 2.185122 0.0 0.1 0.1
H -2.028410 -0.330173 -1.132991 0.0 0.2 -0.3
H -3.201311 0.419624 -1.529930 0.1 0.3 -0.1
O -2.372425 0.120410 -1.927811 0.0 -0.5 0.3
H 2.175442 -2.330290 -1.115625 0.1 0.2 0.0
H 1.256855 -1.807883 0.021613 -0.1 0.2 -0.1
O 1.991269 -1.548712 -0.585509 -0.2 -0.4 -0.2
H -0.252762 0.343501 -2.139190 -0.2 0.1 -0.2
H 1.215670 0.245211 -1.736228 0.0 -0.2 -0.1
O 0.608370 0.752957 -2.292567 0.1 0.0 0.3
H 1.652204 1.081898 1.193443 0.0 0.1 0.3
H 2.229870 -0.150648 0.579183 0.6 0.0 0.3
O 2.300597 0.376527 1.393797 -0.3 0.0 -0.4
H 0.816747 -0.952626 1.753584 0.1 -0.1 0.0
H -0.675245 -1.054912 1.524315 -0.2 -0.2 -0.3
O 0.156295 -1.571664 1.391665 0.2 0.2 0.3
H -0.678110 1.648498 0.948474 0.0 -0.2 0.1
H 0.108156 1.712986 -0.335589 0.1 0.2 -0.1
O 0.159235 2.001988 0.587909 -0.1 0.0 -0.1

(7)
22
Properties=species:S:1:pos:R:3:forces:R:3 method="wB97M-V/def2-TZVPD" homo_ev=-10.9 relative_energy_kcal_mol=15.87 max_force_ev_per_a=0.65 spin_multiplicity=1 orbital_gap_ev=10.81
Kr 0.521394 -0.220945 -0.802536 0.1 0.0 0.0
O -1.713386 1.545695 2.237204 -0.2 0.0 -0.2
H -1.207726 0.757065 2.433664 0.4 -0.5 0.1
H -2.475846 1.491635 2.813364 -0.2 0.2 0.1
O -1.903296 -0.173215 -3.462806 0.1 -0.1 -0.2
H -2.441236 -0.652275 -2.832436 -0.1 -0.2 0.2
H -1.948056 0.737945 -3.172956 0.0 0.3 0.0
O -1.419746 -2.707775 0.693334 -0.1 -0.4 -0.2
H -2.242796 -2.286815 0.941554 -0.2 0.1 0.0
H -0.742216 -2.171925 1.105714 0.1 0.3 0.1
O 3.870164 1.781405 -0.571206 -0.1 -0.1 -0.2
H 3.575414 2.152295 0.260544 -0.2 0.2 0.2
H 4.726144 1.400895 -0.374376 0.2 -0.1 0.0
O -0.190786 -0.976965 2.868014 -0.2 0.2 -0.2
H 0.635864 -1.416015 2.667744 0.4 0.0 0.0
H -0.614356 -1.544865 3.511694 -0.2 -0.2 0.2
O -0.076006 3.574535 1.143554 0.5 0.4 -0.1
H -0.625566 3.830885 0.402954 -0.1 0.1 -0.1
H -0.493696 2.786425 1.490894 -0.4 -0.2 0.3
O 1.700364 -3.010185 -3.791266 0.1 -0.3 0.0
H 2.240324 -2.240495 -3.611676 0.1 0.2 0.0
H 0.825044 -2.657305 -3.950976 -0.3 0.1 0.0

(8)
22
Properties=species:S:1:pos:R:3:forces:R:3 method="wB97M-V/def2-TZVPD" homo_ev=-15.0 relative_energy_kcal_mol=1.39 max_force_ev_per_a=2.32 spin_multiplicity=1 orbital_gap_ev=11.54 charge=+1
Li -0.284452 -0.145182 0.386545 0.3 -0.3 -0.1
O 1.249167 -1.653487 1.240724 -0.7 -0.7 -1.6
H 1.746686 -1.569383 0.394316 -0.2 0.0 0.9
H 0.621081 -2.390199 1.025952 0.8 0.8 0.6
O 1.803707 0.897328 -0.245874 -1.1 -0.3 1.8
H 2.549609 1.246091 -0.684636 1.5 0.6 -1.0
H 1.897791 1.213376 0.680024 -0.2 -0.4 -0.9
O 0.039926 0.944026 2.035679 -0.2 1.0 -0.4
H 0.102301 1.909484 2.122274 -0.1 -0.4 0.1
H 0.423778 0.585813 2.827701 0.4 -0.4 0.6
O -0.446653 -1.295565 -1.373466 0.2 1.2 -0.1
H -0.611692 -2.199600 -1.556047 -0.4 -1.5 0.0
H -0.102749 -0.974423 -2.226340 0.4 0.4 0.2
O -1.659330 -1.249828 1.477165 -0.4 1.7 1.5
H -2.475555 -1.635795 1.188247 -0.7 -0.7 -0.5
H -1.994134 -0.643421 2.205194 0.9 -1.0 -1.1
O 0.861415 0.665415 -2.943245 0.0 -0.6 -0.4
H 0.952564 0.899510 -2.019082 -0.1 0.3 0.4
H -0.029723 0.912122 -3.192932 -0.1 0.4 -0.2
O -1.184389 1.537893 -0.521027 0.3 -0.7 -0.1
H -1.651054 1.940013 0.217999 -0.4 0.1 -0.2
H -1.808293 1.005812 -1.039172 -0.2 0.4 0.3

(9)
22
Properties=species:S:1:pos:R:3:forces:R:3 method="wB97M-V/def2-TZVPD" homo_ev=-14.2 relative_energy_kcal_mol=49.50 max_force_ev_per_a=10.10 spin_multiplicity=1 orbital_gap_ev=10.71 charge=+1
Li -0.156773 0.030864 -0.611364 -0.3 -0.3 0.1
O -0.935773 -1.518136 -1.949364 -0.3 -0.8 0.3
H -0.464773 -2.336136 -1.714364 0.3 0.4 0.1
H -1.824773 -1.901136 -2.057364 0.2 0.6 -0.1
O -0.857773 -1.559136 1.390636 -2.3 0.8 0.1
H -0.454773 -1.280136 2.257636 0.1 -0.6 -1.0
H -1.825773 -1.348136 1.516636 1.4 -0.6 -0.3
O -1.928773 1.447864 -0.787364 4.1 4.1 1.4
H -2.540773 0.900864 -1.094364 -4.4 -3.9 -1.9
H -1.986773 2.210864 -1.400364 0.3 -0.5 0.6
O 0.685227 1.463864 -2.074364 -4.4 -1.9 -4.0
H 0.905227 1.578864 -3.039364 -0.9 -0.5 1.1
H 1.434227 1.747864 -1.729364 5.5 2.2 3.0
O 0.587227 1.187864 1.140636 -3.0 -2.0 1.7
H 1.049227 1.924864 0.876636 1.5 3.1 -0.6
H -0.021773 1.412864 1.926636 1.3 0.0 -2.2
O 1.773227 -1.309136 -0.377364 -4.7 -2.3 8.6
H 2.089227 -1.079136 -1.119364 4.3 2.7 -8.5
H 2.284227 -0.978136 0.367636 0.3 -0.2 -0.4
O 0.805227 -0.569136 2.890636 1.3 -0.5 0.0
H 1.074227 -0.018136 2.118636 -0.2 -0.5 0.9
H 0.311227 -0.010136 3.468636 -0.1 0.7 1.0

(10)
22
Properties=species:S:1:pos:R:3:forces:R:3 method="wB97M-V/def2-TZVPD" homo_ev=-13.7 relative_energy_kcal_mol=55.66 max_force_ev_per_a=4.68 spin_multiplicity=1 orbital_gap_ev=10.30 charge=+1
Li -0.616773 -0.162000 0.391182 -0.1 0.3 0.2
O 0.808227 0.180000 2.370182 -3.1 -0.7 -0.3
H 0.698227 -0.471000 3.085182 1.3 0.8 -0.4
H 1.638227 0.532000 2.129182 1.7 -0.1 0.5
O -1.792773 -0.169000 -1.503818 -1.8 -2.6 3.4
H -1.665773 0.227000 -2.301818 0.7 1.9 -3.6
H -2.671773 -0.623000 -1.609818 1.2 0.7 0.3
O 1.037227 -1.432000 -0.579818 -1.3 1.5 1.4
H 0.841227 -1.414000 -1.498818 -0.3 -1.0 -1.3
H 1.326227 -2.279000 -0.305818 0.5 -1.4 0.1
O 0.768227 1.857000 -0.977818 -0.5 0.8 -1.4
H 1.791227 1.904000 -1.187818 -3.6 -0.1 -0.5
H 0.171227 1.932000 -1.824818 2.6 0.1 2.3
O 2.466227 0.323000 -1.773818 1.5 0.2 1.3
H 1.638227 -0.022000 -1.314818 2.6 1.3 -0.2
H 3.129227 0.662000 -1.068818 -1.7 -1.4 -1.6
O -1.656773 1.406000 1.312182 2.5 -1.3 2.7
H -2.180773 1.979000 0.795182 -0.6 1.6 -0.2
H -1.153773 1.802000 2.123182 -1.7 -0.5 -2.6
O -1.535773 -1.808000 1.246182 -2.0 2.4 -3.5
H -1.036773 -2.102000 1.961182 0.7 -2.2 1.3
H -2.002773 -2.322000 0.534182 1.3 -0.2 2.1

(11)
25
Properties=species:S:1:pos:R:3:forces:R:3 method="wB97M-V/def2-TZVPD" homo_ev=-6.6 relative_energy_kcal_mol=99.83 max_force_ev_per_a=16.96 spin_multiplicity=1 orbital_gap_ev=9.40 charge=-1
N 38.308000 2.242000 33.225000 3.9 0.7 1.7
O 38.408000 1.970000 32.066000 -0.6 -1.6 -4.9
O 38.952000 1.539000 34.034000 -1.5 0.4 0.9
O 37.900000 3.328000 33.505000 -2.2 2.3 1.5
O 35.929000 3.198000 31.245000 -2.8 -0.2 -1.0
H 36.228000 2.664000 30.522000 0.4 -0.3 -0.4
H 36.680000 3.447000 31.719000 2.2 0.5 1.4
O 37.722000 -0.426000 31.857000 -4.4 -16.3 -0.9
H 37.875000 0.351000 31.869000 4.1 16.2 0.6
H 37.095000 -0.479000 31.125000 0.1 -0.6 0.0
O 36.361000 1.719000 35.485000 1.8 2.6 2.1
H 37.292000 1.594000 35.205000 -0.7 0.4 0.5
H 35.959000 0.960000 35.107000 -0.2 -0.7 0.1
O 40.207000 -0.405000 34.883000 0.6 -0.8 0.9
H 40.498000 -0.261000 35.804000 -0.6 0.2 -0.9
H 39.527000 0.249000 34.625000 0.6 -0.4 0.4
O 35.778000 0.086000 34.021000 0.4 -2.7 -3.6
H 36.387000 0.015000 33.224000 -0.1 -0.6 1.4
H 35.129000 0.626000 33.603000 -1.3 0.8 -0.2
O 40.513000 1.850000 30.152000 -0.3 0.0 -1.1
H 39.937000 1.864000 30.909000 -0.1 0.0 1.4
H 39.811000 1.778000 29.488000 0.6 0.0 -0.3
O 38.482000 5.627000 34.780000 3.5 3.1 6.9
H 38.011000 6.097000 34.210000 -3.4 5.3 -3.1
H 38.359000 4.959000 34.256000 0.0 -8.2 -3.6

(12)
25
Properties=species:S:1:pos:R:3:forces:R:3 method="wB97M-V/def2-TZVPD" homo_ev=-6.7 relative_energy_kcal_mol=31.32 max_force_ev_per_a=6.07 spin_multiplicity=1 orbital_gap_ev=9.81 charge=-1
N -0.560221 -0.008100 -1.442083 4.3 -1.2 4.1
O -1.240168 -0.770757 -0.743374 -2.4 -1.1 -0.9
O -0.462654 1.151715 -1.043673 -1.3 2.5 -1.2
O 0.426980 -0.462780 -2.056595 -0.8 -0.2 -2.2
O -2.770335 0.268171 1.574300 -0.2 -0.7 1.4
H -3.032365 1.152720 1.362661 -0.1 0.5 -0.7
H -2.793247 -0.306387 0.812773 0.2 0.3 -0.7
O -0.174495 0.811285 2.551215 1.8 0.1 0.3
H -1.068760 0.722745 2.779295 -2.0 -0.1 0.8
H -0.235306 0.553077 1.639091 0.4 -0.2 -0.8
O 2.325441 -0.345296 0.509280 0.8 -0.3 1.3
H 2.176577 0.594557 0.563738 -0.3 0.4 -0.4
H 2.047586 -0.724503 -0.311263 -0.5 0.0 -0.8
O 1.312313 -2.898891 -0.997159 1.6 0.0 -0.8
H 0.485673 -3.016512 -0.556471 -0.7 -0.2 0.7
H 1.197205 -2.115561 -1.545034 -0.3 0.0 -0.2
O -0.998752 -3.401314 0.236350 -1.4 0.4 0.3
H -1.328016 -2.576060 -0.207118 0.3 -0.6 0.5
H -1.489561 -3.474939 1.078752 0.5 0.2 -0.7
O 2.280065 2.098937 -1.949233 2.4 0.0 0.0
H 1.380955 1.857491 -1.858529 -1.7 -0.8 0.2
H 2.798055 1.291612 -1.744380 -0.7 0.7 -0.2
O -0.089891 3.116779 0.829182 -0.2 -1.4 -0.5
H -0.047388 3.986397 0.468388 0.1 0.9 -0.5
H -0.139691 2.495614 0.049885 0.0 0.9 1.2

(13)
25
Properties=species:S:1:pos:R:3:forces:R:3 method="wB97M-V/def2-TZVPD" homo_ev=-6.8 relative_energy_kcal_mol=14.17 max_force_ev_per_a=5.31 spin_multiplicity=1 orbital_gap_ev=10.03 charge=-1
N -1.113840 -0.509800 0.187800 -3.0 1.1 -4.2
O -1.578840 0.450200 0.832800 0.9 -0.7 1.3
O 0.054160 -0.482800 -0.276200 0.2 -0.4 1.6
O -1.975840 -1.274800 -0.385200 1.8 0.0 1.5
O 2.863160 -0.682800 0.628800 0.4 -0.3 0.2
H 2.455160 -0.372800 -0.193200 0.1 0.2 0.6
H 2.932160 0.059200 1.254800 -0.3 -0.1 -0.8
O -1.915840 3.144200 0.315800 0.1 1.5 -0.2
H -1.221840 3.277200 -0.341200 -0.1 -0.2 0.2
H -2.078840 2.214200 0.305800 0.0 -1.1 0.0
O 0.868160 -3.274800 -0.007200 0.2 -0.8 -0.1
H 0.200160 -2.578800 0.017800 0.5 0.3 0.0
H 1.737160 -2.926800 0.243800 -0.7 0.5 0.0
O 0.649160 -1.680800 -2.864200 0.2 0.3 -0.7
H 0.491160 -1.173800 -2.071200 -0.4 0.7 0.4
H 0.789160 -2.535800 -2.483200 0.2 -1.0 0.2
O 1.264160 1.877200 1.127800 0.6 0.2 0.4
H 1.016160 1.758200 2.053800 -0.1 0.3 0.1
H 0.950160 1.058200 0.743800 -0.4 -0.4 -0.6
O -0.431840 0.992200 3.295800 0.5 0.3 0.9
H -0.865840 1.068200 2.447800 -0.6 0.1 -0.8
H -0.148840 0.081200 3.299800 0.1 -0.5 0.1
O -1.474840 0.813200 -2.630200 0.8 1.8 0.8
H -1.726840 0.553200 -3.489200 -0.4 -0.7 -1.3
H -1.736840 0.147200 -2.015200 -0.4 -1.1 0.5